Run 1
C6H10NO | the ωB97M-V functional and the def2-TZVPD basis

Element x y z (Å)
C  -0.216  -1.785  2.398
C  0.120  -0.729  1.764
O  0.959  0.224  1.420
C  -0.311  0.423  0.587
C  -1.234  1.369  1.274
C  -0.205  0.398  -0.871
N  0.874  0.199  -1.472
C  1.088  -0.125  -2.851
H  0.624  -2.254  3.106
H  -1.261  -2.188  2.485
H  -1.278  1.155  2.287
H  -2.272  1.093  0.894
H  -1.114  2.457  1.129
H  -1.071  0.475  -1.530
H  1.686  -0.132  -1.077
H  0.295  0.198  -3.445
H  2.068  0.380  -3.079
H  1.249  -1.156  -3.020

**Total charge**: +1
**SMILES string**: C=C1O[C@@]1(C)/C=[NH+]/C
**LUMO energy**: -4.95 eV
**Orbital gap**: 8.8 eV

***

Run 2
C6H10NO | the ωB97M-V functional and the def2-TZVPD basis

Element x y z (Å)
C  2.096  -1.644  1.542
C  1.410  -1.121  0.702
C  1.776  0.149  -1.839
C  -0.685  -1.088  -0.705
C  -0.904  1.236  0.990
C  0.635  -0.413  -0.237
N  0.371  1.005  0.219
O  1.388  1.110  -2.384
H  2.847  -2.223  1.984
H  2.444  -0.556  -2.304
H  -0.613  -2.013  -1.119
H  -1.322  -0.527  -1.360
H  -1.240  -1.235  0.182
H  -0.881  0.960  2.064
H  -1.181  2.227  0.899
H  -1.717  0.529  0.549
H  0.264  1.348  -0.800
H  1.201  1.437  0.630

**Total charge**: +1
**LUMO energy**: -4.01 eV
**Orbital gap**: 9.6 eV

***

Which structure is the least stable? The one labeled run 2.

***

Run 1
C8H11N4 | the ωB97M-V functional and the def2-TZVPD basis

Element x y z (Å)
N  0.772  2.104  0.925
C  0.421  0.625  0.566
C  -0.545  0.810  -0.538
N  -1.093  1.904  -1.097
N  -1.740  1.633  -2.190
C  -1.644  0.373  -2.372
N  -0.842  -0.155  -1.397
C  1.659  -0.197  0.036
C  1.509  -1.508  -0.097
C  0.287  -2.247  0.356
C  -0.458  -1.541  1.208
C  -0.118  -0.195  1.718
H  0.574  2.190  1.930
H  1.758  2.278  0.772
H  -0.975  2.904  -0.803
H  -2.174  -0.264  -3.165
H  -0.802  -1.248  -1.203
H  2.461  0.305  -0.346
H  2.326  -2.182  -0.549
H  0.091  -3.322  0.092
H  -1.242  -2.201  1.530
H  -0.916  0.280  2.238
H  0.693  -0.348  2.384

**Total charge**: +1
**SMILES string**: N[C@@]1(c2[nH]nc[nH+]2)C=CC=CC1
**LUMO energy**: -3.53 eV
**Orbital gap**: 9.6 eV

***

Run 2
C8H11N4 | the ωB97M-V functional and the def2-TZVPD basis

Element x y z (Å)
C  -1.146  2.733  1.478
C  -1.444  1.558  1.954
C  -1.001  1.141  -0.365
C  -0.553  2.435  0.104
C  0.534  0.877  -0.594
C  -0.470  -1.618  0.230
C  0.733  -1.249  -1.741
C  -0.332  -0.391  0.988
N  -1.299  0.501  0.953
N  0.780  2.132  -0.103
N  0.666  -1.991  -0.603
N  1.125  0.221  -1.541
H  -1.247  3.702  1.975
H  -1.790  1.298  2.895
H  -1.622  0.895  -1.189
H  -0.696  -2.438  0.909
H  -1.394  -1.510  -0.397
H  1.478  -1.666  -2.366
H  -0.216  -1.228  -2.433
H  0.438  -0.555  1.834
H  1.701  2.726  -0.213
H  1.480  -2.001  -0.034
H  1.978  0.599  -1.975

**Total charge**: +1
**LUMO energy (alpha / beta)**: -4.40 / -4.14 eV
**Orbital gap (alpha / beta)**: 7.3 / 7.2 eV

***

Which structure is the least stable? The one labeled run 2.

***

Run 1
C3H8OS2 | the ωB97M-V functional and the def2-TZVPD basis

Element x y z (Å)
C  -0.345  -3.005  -1.953
C  0.406  -3.054  -0.873
O  0.480  -2.075  0.092
H  -0.199  -3.706  -2.758
H  -1.121  -2.251  -2.030
H  1.150  -3.832  -0.742
H  0.133  -1.303  -0.372
C  -0.148  1.326  -1.268
S  0.208  2.289  0.206
S  -0.375  1.014  1.739
H  -1.205  1.070  -1.288
H  0.057  1.971  -2.126
H  0.439  0.434  -1.422
H  0.366  -0.060  1.453

**Total charge**: 0
**SMILES string**: C=CO.CSS
**LUMO energy**: 0.58 eV
**Orbital gap**: 9.4 eV

***

Run 2
C3H8OS2 | the ωB97M-V functional and the def2-TZVPD basis

Element x y z (Å)
C  1.534  -1.054  1.289
C  1.186  0.066  1.904
O  1.745  1.304  1.553
H  1.006  -1.985  1.416
H  2.337  -0.950  0.568
H  0.528  0.158  2.760
H  2.689  1.207  1.703
C  -1.938  -0.220  0.473
S  -0.915  -0.937  -0.827
S  -0.344  0.786  -1.826
H  -2.083  -0.980  1.243
H  -1.401  0.677  0.785
H  -2.942  0.145  0.231
H  0.444  1.309  -0.853

**Total charge**: 0
**SMILES string**: C=CO.CSS
**LUMO energy**: 0.65 eV
**Orbital gap**: 9.2 eV

***

Which structure is the least stable? The one labeled run 2.

***

Run 1
C3H8OS2 | the ωB97M-V functional and the def2-TZVPD basis

Element x y z (Å)
C  1.268  1.926  0.190
C  1.294  0.879  0.984
O  0.454  0.712  2.054
H  1.908  2.033  -0.683
H  0.627  2.774  0.380
H  2.060  0.114  0.993
H  -0.434  1.020  1.846
C  -0.947  -1.130  -1.649
S  -1.285  -2.675  -0.806
S  -1.625  -1.988  1.149
H  -1.097  -1.320  -2.713
H  -1.736  -0.421  -1.394
H  0.041  -0.705  -1.501
H  -0.529  -1.219  1.150

**Total charge**: 0
**SMILES string**: C=CO.CSS
**LUMO energy**: 0.53 eV
**Orbital gap**: 9.1 eV

***

Run 2
C3H8OS2 | the ωB97M-V functional and the def2-TZVPD basis

Element x y z (Å)
C  -1.191  -1.867  0.334
C  -0.844  -0.420  -0.101
S  -0.116  -0.356  -1.726
S  0.089  1.755  -1.818
H  -0.295  -2.369  0.689
H  -1.660  -2.428  -0.470
H  -1.875  -1.991  1.204
H  -0.153  0.043  0.610
H  -1.710  0.225  -0.115
H  -1.122  2.045  -2.393
C  1.413  -0.520  3.927
O  0.971  0.066  2.925
H  2.339  -0.210  4.422
H  0.878  -1.386  4.391

**Total charge**: 0
**SMILES string**: CCSS.C=O
**LUMO energy**: 0.42 eV
**Orbital gap**: 9.3 eV

***

Which structure is the least stable? The one labeled run 1.

***

Run 1
C3H8OS2 | the ωB97M-V functional and the def2-TZVPD basis

Element x y z (Å)
C  2.172  -1.872  0.181
C  1.590  -0.746  -0.180
O  2.109  0.486  0.082
H  1.735  -2.814  -0.112
H  3.090  -1.894  0.750
H  0.667  -0.755  -0.750
H  1.387  1.125  0.040
C  -2.336  0.483  0.669
S  -1.048  1.738  0.545
S  -1.178  2.307  -1.441
H  -3.327  0.922  0.620
H  -2.205  0.005  1.642
H  -2.200  -0.281  -0.097
H  -0.456  1.295  -1.949

**Total charge**: 0
**SMILES string**: C=CO.CSS
**LUMO energy**: 0.36 eV
**Orbital gap**: 9.4 eV

***

Run 2
C3H8OS2 | the ωB97M-V functional and the def2-TZVPD basis

Element x y z (Å)
C  0.240  0.282  2.084
C  0.507  -0.972  1.733
O  -0.274  -1.686  0.886
H  0.925  0.915  2.643
H  -0.804  0.511  2.255
H  1.468  -1.406  1.973
H  -0.678  -1.093  0.241
C  0.816  0.238  -1.518
S  -0.534  1.368  -1.202
S  -2.004  0.609  -2.454
H  1.497  0.294  -0.672
H  0.509  -0.789  -1.671
H  1.345  0.474  -2.441
H  -3.014  1.254  -1.858

**Total charge**: 0
**SMILES string**: C=CO.CSS
**LUMO energy**: 0.47 eV
**Orbital gap**: 8.8 eV

***

Which structure is the least stable? The one labeled run 2.

***

Run 1
C3H10N4 | the ωB97M-V functional and the def2-TZVPD basis

Element x y z (Å)
C  -1.432  -0.148  -1.257
C  -1.364  -0.304  1.197
C  1.681  1.507  -0.054
N  -0.938  -0.795  -0.078
N  1.177  -1.867  0.371
N  1.776  -0.808  0.040
N  1.079  0.198  -0.244
H  1.761  -2.682  0.159
H  -0.916  -0.558  -2.127
H  -1.321  0.944  -1.259
H  -2.439  -0.527  1.304
H  -1.206  0.773  1.340
H  -0.839  -0.858  1.977
H  -2.496  -0.419  -1.358
H  1.495  1.867  0.964
H  2.760  1.473  -0.220
H  1.225  2.206  -0.755

**Total charge**: 0
**LUMO energy (alpha / beta)**: 0.57 / -0.44 eV
**Orbital gap (alpha / beta)**: 8.5 / 7.8 eV

***

Run 2
C3H10N4 | the ωB97M-V functional and the def2-TZVPD basis

Element x y z (Å)
N  1.220  -0.332  2.386
C  1.361  -1.208  1.477
N  1.861  -1.024  0.186
N  1.005  -2.530  1.719
H  1.442  0.602  2.054
H  1.876  -0.058  -0.104
H  1.422  -1.620  -0.501
H  1.650  -3.204  1.331
H  0.825  -2.683  2.700
C  -2.157  1.449  -2.434
C  -1.527  1.044  -1.337
N  -1.211  1.842  -0.235
H  -2.424  2.491  -2.568
H  -2.445  0.742  -3.194
H  -1.274  -0.004  -1.213
H  -1.325  2.828  -0.425
H  -0.299  1.665  0.159

**Total charge**: 0
**SMILES string**: N=C(N)N.C=CN
**LUMO energy**: 0.68 eV
**Orbital gap**: 9.2 eV

***

Which structure is the least stable? The one labeled run 1.